No. 1
24
Properties=species:S:1:pos:R:3:forces:R:3 method="wB97M-V/def2-TZVPD" charge=-1 lumo_ev="3.479 / 3.367" energy_ev=-10470.0475 homo_energy_ev="1.04 / -5.21" s_squared=0.75 spin_multiplicity=2 homo_lumo_gap_ev="2.44 / 8.58" e_above_lowest_kcal_mol=17.8
C 0.375229 0.815686 0.041122 -0.71 0.43 -0.50
N 1.219615 -0.209663 -0.573116 0.15 0.12 -0.20
C 2.620021 0.198215 -0.557717 0.22 -1.10 0.75
C 0.985005 -1.513389 0.021845 0.24 -0.94 -0.17
C -0.868334 1.093211 -0.820262 -0.61 -0.94 -1.10
C -1.765202 -0.171729 -1.016177 0.39 0.24 -0.45
N -1.766067 2.085165 -0.236853 0.29 0.83 0.34
H 1.017151 1.698881 0.148419 -0.47 0.25 -0.07
H -0.066649 0.610770 1.028157 0.67 -0.55 0.14
H 2.840742 1.083456 -1.147731 -0.36 0.37 0.21
H 2.932741 0.277275 0.493998 0.34 0.62 -0.01
H 3.303538 -0.563572 -0.954101 -0.52 -0.23 -0.20
H 0.042536 -1.918580 -0.339058 -0.30 0.23 0.35
H 0.985537 -1.538925 1.121372 0.00 0.19 -0.36
H 1.678380 -2.282424 -0.333455 0.48 0.39 -0.12
H -0.534475 1.340997 -1.854160 -0.02 0.36 0.60
H -1.448225 -0.730588 -1.903586 0.31 -0.36 0.40
H -1.787110 -0.778019 -0.110315 -0.07 -0.11 -0.12
H -2.791946 0.119000 -1.263647 0.15 0.27 0.26
H -2.106498 2.720380 -0.947669 -0.04 -0.02 0.05
H -1.324501 2.651013 0.480817 0.11 -0.04 -0.08
H -0.825998 -2.733596 2.437943 -0.51 0.06 0.23
H -1.393968 -1.274454 2.783203 0.22 -0.77 -0.03
O -0.599298 -1.787950 2.498603 0.02 0.71 0.08

***

No. 2
20
Properties=species:S:1:pos:R:3:forces:R:3 method="wB97M-V/def2-TZVPD" charge=0 lumo_ev=-0.048 energy_ev=-24656.0931 homo_energy_ev=-9.18 homo_lumo_gap_ev=9.13 e_above_lowest_kcal_mol=80.4
C 0.226123 -0.001960 1.666591 2.55 0.20 -0.06
C 1.352424 0.003234 1.198361 0.24 0.46 -2.35
C -1.160457 -0.081866 2.025269 -0.88 -1.83 1.16
C -1.900282 0.147433 0.711381 -0.20 -0.60 -2.99
C -1.191605 -0.472118 -0.597395 1.10 1.97 0.89
C -0.114574 0.449022 -1.365649 1.04 0.78 2.28
C 1.340939 -0.165467 -1.269098 -1.60 0.39 -0.94
C 2.287111 0.139330 -0.126458 -2.49 -0.63 3.53
I 3.756775 -1.402751 -0.086640 0.30 -0.03 0.04
I 3.205034 2.084391 -0.033440 -0.29 -0.27 -0.31
H -1.340403 -1.092821 2.623165 0.06 1.78 -1.66
H -1.520228 0.677289 2.703752 0.35 0.35 0.43
H -2.922017 -0.280578 0.637675 0.45 0.50 0.71
H -1.926307 1.226256 0.439238 -0.28 -0.53 0.76
H -0.721169 -1.402490 -0.327099 0.19 -0.44 0.02
H -1.938653 -0.672986 -1.315977 -1.04 -0.32 -0.66
H -0.371620 0.570978 -2.412042 -0.05 -0.21 -0.13
H -0.008603 1.507170 -0.949848 -0.66 -1.21 -0.32
H 1.095840 -1.205579 -1.335314 0.49 -0.99 0.63
H 1.851671 -0.026478 -2.186480 0.72 0.63 -1.03

***

No. 3
19
Properties=species:S:1:pos:R:3:forces:R:3 method="wB97M-V/def2-TZVPD" charge=0 lumo_ev="0.909 / 0.755" energy_ev=-9258.8452 homo_energy_ev="-7.17 / -7.48" homo_lumo_gap_ev="8.08 / 8.23" e_above_lowest_kcal_mol=172.0
C -0.676914 -0.408667 -1.133501 0.56 0.44 -0.68
C -0.582671 0.282889 1.796381 2.59 1.76 -0.95
C 1.026343 0.602532 0.806159 -1.02 -1.34 3.27
N -0.944681 -1.286548 -0.051512 -0.15 -1.25 -0.20
N -0.533914 0.992209 -0.778107 -1.19 0.71 -0.96
N -0.004078 -2.241553 0.127985 -0.15 0.24 -0.17
N 0.019939 1.704491 -1.784902 -0.26 -0.75 0.03
H 0.804647 -2.248394 -0.488106 -0.12 0.00 -0.10
H -0.389951 -3.155438 0.319366 0.05 0.10 0.16
H -0.135368 2.698072 -1.696562 0.47 -0.18 0.05
H 0.908421 1.363514 -2.166469 -0.31 0.35 0.03
H -1.585141 -0.433041 -1.746964 0.09 -0.06 -0.26
H 0.185918 -0.750422 -1.757368 -0.16 0.01 0.09
H -0.361942 1.190624 2.355117 -0.16 -0.14 0.56
H -1.572352 0.401657 1.383634 0.22 -0.17 -0.45
H -0.461970 -0.613103 2.396783 0.13 0.02 -0.19
H 1.240756 1.667413 0.840621 -0.22 -0.08 0.01
H 1.521241 0.141241 -0.051599 -0.93 -0.12 -0.36
H 1.541717 0.092525 1.629042 0.56 0.45 0.13